50
Properties=species:S:1:pos:R:3:forces:R:3 method="wB97M-V/def2-TZVPD" lumo_energy_ev=0.3 multiplicity=1 homo_ev=-9.061 gap_ev=9.36
Sn -0.9943 1.8632 -0.4767 0.39 0.12 0.09
N -0.8608 1.3729 -2.7998 1.26 0.04 -1.50
C -1.2683 -0.0758 -3.0229 -0.58 2.26 0.28
C -0.4630 -0.9258 -2.0857 0.23 -1.62 -0.54
N -0.3820 -0.4818 -0.7070 -1.36 0.53 -0.70
C -1.1167 -1.3478 0.1730 0.64 -0.67 2.45
C -2.4076 -0.6994 0.5938 -0.24 -0.68 -0.74
N -2.0858 0.6034 1.1984 0.81 -1.31 2.08
H 0.1453 1.4518 -3.1240 -1.05 0.03 0.68
H -1.3653 2.0768 -3.3980 0.27 -1.23 0.82
H -2.3490 -0.0609 -2.8382 0.18 -0.45 0.14
H -1.0986 -0.3432 -4.0489 0.10 -0.34 -0.48
H -0.9097 -1.9500 -2.0612 0.40 0.69 -0.43
H 0.5743 -1.0275 -2.4257 -0.25 0.12 -0.32
H 0.6007 -0.3829 -0.5058 0.36 -0.09 0.36
H -1.2584 -2.3698 -0.1568 -0.30 -0.05 -0.85
H -0.5048 -1.5345 1.0578 -0.06 0.36 0.07
H -2.9689 -0.5960 -0.3514 -0.22 0.47 0.64
H -2.9971 -1.3472 1.2556 0.18 0.14 -0.07
H -2.9658 1.0872 1.3376 0.11 0.21 0.38
H -1.5582 0.3633 2.1445 -1.15 0.79 -2.25
Br -5.9868 -1.2474 -0.5619 -0.35 -0.05 -0.13
C -6.3735 0.5047 -1.3241 0.05 -0.39 0.20
Br -8.2090 0.8632 -1.7994 0.17 -0.20 0.25
H -5.8151 0.5234 -2.2512 0.14 0.38 0.26
H -6.0459 1.1697 -0.5291 -0.11 0.24 -0.61
C 3.6335 0.0069 2.6837 -1.78 0.64 1.01
N 2.3349 -0.5301 3.2174 1.38 0.12 0.23
C 2.3540 -1.8557 3.8621 -1.96 0.36 -0.62
C 1.1755 -0.0018 2.8053 -1.17 1.26 -0.27
C 1.1725 1.4525 2.2801 0.27 -1.26 -0.56
O 0.0801 -0.5912 2.8136 0.66 0.06 0.62
H 4.4264 -0.1594 3.3688 0.66 -0.75 0.55
H 3.6259 1.0832 2.5749 -0.38 0.16 -0.03
H 3.7801 -0.3880 1.7199 0.59 -0.72 -1.15
H 1.2566 -2.0835 4.0301 1.41 -0.25 -0.44
H 2.8074 -1.8726 4.8371 0.50 0.47 0.34
H 2.8684 -2.5712 3.2229 -0.26 -0.21 -0.03
H 1.4665 1.3838 1.2181 -0.43 0.21 0.15
H 1.9157 2.0797 2.7020 0.68 0.49 0.67
H 0.2069 1.9307 2.4429 0.01 -0.35 -0.21
F 5.2856 0.1490 -2.7015 1.61 0.43 -0.21
C 4.1589 -0.3206 -2.2650 -1.49 0.42 -0.58
F 4.3689 -1.1879 -1.2857 0.10 -0.49 0.03
F 3.5702 -0.9271 -3.3326 0.04 -0.36 0.83
S 3.0747 1.0667 -1.7121 -1.03 -0.19 0.10
O 2.0160 0.3157 -0.9496 1.54 1.21 -1.01
O 3.8756 1.9247 -0.8705 -0.22 -0.44 -0.24
O 2.6431 1.6186 -2.9973 -0.22 -0.35 1.20
Cl -3.4329 1.9878 -0.9575 -0.12 0.23 -0.49